(1)
This record from the OMol25 dataset describes a molecular structure, C8H6N2O5Sn. The level of theory is ωB97M-V/def2-TZVPD.

Calculated values
HOMO level, eV: -9.39
Frontier orbital gap, eV: 8.4
Energy relative to the best compared isomer or geometry (same formula, charge and spin), eV: 0.000

Positions of all 22 atoms, in Å:
Sn: -0.157750 -2.293863 -1.155594
O: 2.944677 -1.813236 1.506683
C: 1.913684 -2.030155 0.929211
O: 1.802680 -2.190257 -0.374681
C: 0.567063 -2.162590 1.711226
O: 0.526158 -2.144091 2.910232
O: -0.500028 -2.292085 0.938009
O: -2.772217 -2.155193 -0.325946
H: -3.532757 -2.745142 -0.334796
H: -2.398798 -2.196844 0.574367
N: 3.117891 3.411783 0.417433
C: 2.178168 2.828032 0.109512
C: 0.983997 2.144304 -0.285755
C: -0.232985 2.822461 -0.332030
C: -1.364402 2.132615 -0.731024
C: -1.244564 0.797816 -1.069044
N: -0.076642 0.151303 -1.025816
C: 1.018020 0.799357 -0.638802
H: -0.283600 3.867357 -0.058837
H: -2.327098 2.620366 -0.778723
H: -2.104589 0.214340 -1.377620
H: 1.943093 0.233719 -0.608012

Cartesian forces, eV/Å:
Sn 0.62 0.02 0.60
O -0.16 0.07 -0.04
C 0.20 -0.18 0.14
O -0.48 0.14 -0.36
C -0.03 0.03 0.28
O 0.05 0.03 -0.14
O -0.06 0.05 -0.67
O -0.08 0.15 0.20
H 0.03 0.01 -0.05
H -0.02 -0.04 -0.10
N -0.05 -0.05 -0.03
C 0.21 0.11 0.07
C -0.29 -0.05 -0.11
C 0.02 -0.11 -0.02
C 0.03 0.05 -0.02
C -0.06 0.03 -0.05
N -0.16 -0.30 0.21
C 0.23 0.07 0.01
H 0.02 0.00 0.01
H 0.00 -0.02 0.00
H 0.00 0.01 0.05
H -0.05 -0.02 0.02

(2)
This record from the OMol25 dataset describes C8H6O2S in the gas phase. The level of theory is ωB97M-V/def2-TZVPD.

Calculated values
HOMO level (alpha / beta), eV: -7.53 / -9.75
<S²>: 2.01
Frontier orbital gap (alpha / beta), eV: 6.7 / 8.0
Spin multiplicity: 3

Positions of all 17 atoms, in Å:
C: -0.064622 -1.568033 0.844457
C: -1.247404 -1.122677 0.410731
C: 1.176686 -0.785187 0.763419
C: -1.441843 0.259935 -0.086278
C: -0.419073 2.303161 0.726475
C: 1.088999 0.435819 -0.183018
C: -0.243709 1.117346 0.121260
C: 1.454219 -0.253580 -1.491925
O: 2.187708 -1.074850 1.346303
O: -2.501137 0.652111 -0.521387
S: 0.207349 -0.981731 -2.328500
H: 0.048155 -2.546311 1.292176
H: -2.137443 -1.735277 0.461948
H: -1.412893 2.658427 0.930494
H: 0.409344 2.936790 0.995632
H: 1.914202 1.112004 0.062731
H: 0.981461 -1.407945 -3.344520

Cartesian forces, eV/Å:
C -0.47 -0.44 0.17
C 0.07 -0.35 0.24
C 0.19 1.02 -0.11
C -0.15 0.10 0.06
C 0.55 -0.90 -0.80
C 1.38 -0.17 0.76
C 0.04 0.75 -0.62
C -1.50 1.41 1.41
O 0.18 -0.30 0.22
O 0.11 -0.09 0.13
S 0.17 -0.82 -1.64
H -0.08 -0.11 -0.01
H -0.04 -0.05 -0.01
H -0.24 -0.02 0.13
H 0.19 0.09 0.01
H -0.12 -0.07 0.19
H -0.28 -0.05 -0.13

(3)
This record from the OMol25 dataset describes 2 unconnected molecules or ions with the total composition C8H7BF14NO3. The level of theory is ωB97M-V/def2-TZVPD.

Calculated values
HOMO level, eV: -13.84
Charge: +1
Frontier orbital gap, eV: 8.7

Positions of all 34 atoms, in Å:
O: -0.087828 2.729503 3.045608
N: -0.151041 1.769981 2.408814
O: 0.104781 0.614915 3.190619
B: -0.123786 -0.610504 2.540907
C: 1.057983 -1.416586 1.925751
C: 2.068726 -0.507472 1.206709
C: 2.319250 -0.892355 -0.244751
F: 3.510678 -0.394048 -0.657542
F: 2.339848 -2.225336 -0.424531
C: 1.231446 -0.267193 -1.155647
F: 0.014747 -0.380077 -0.557382
F: 1.494861 1.060842 -1.267011
C: 1.089397 -0.862789 -2.567550
F: 2.278876 -0.771601 -3.201917
F: 0.709562 -2.158342 -2.492458
C: 0.007113 -0.158427 -3.430387
F: 0.190016 1.187025 -3.446849
F: 0.099379 -0.601504 -4.693966
F: -1.224403 -0.395325 -2.960624
C: -1.642643 -1.157745 2.520164
F: -2.023424 -1.402192 3.803054
F: -1.751221 -2.317698 1.834980
C: -2.693757 -0.188694 1.926577
F: -2.212404 0.389052 0.807300
F: -2.972064 0.780626 2.797781
F: -3.819399 -0.833133 1.607488
H: 1.561205 -1.892002 2.765440
H: 0.640378 -2.187337 1.291797
H: 3.028461 -0.551804 1.701945
H: 1.765720 0.532164 1.210528
O: -1.709939 3.414357 -2.542628
H: -2.574639 2.957821 -2.496856
H: -0.976070 2.775754 -2.699235
H: -1.549808 3.960126 -1.746128

Cartesian forces, eV/Å:
O 0.07 0.24 0.09
N -0.16 0.45 -0.17
O -0.11 -0.74 -0.19
B 0.34 0.22 0.15
C -0.50 0.58 0.16
C 0.13 -0.45 -0.17
C -0.04 0.39 0.36
F -0.10 -0.09 -0.03
F 0.04 -0.10 -0.05
C -0.10 -0.01 0.02
F 0.13 -0.01 -0.01
F -0.03 -0.11 0.07
C 0.32 -0.49 -0.24
F -0.60 0.03 0.21
F 0.17 0.58 -0.03
C -0.05 -0.72 -0.92
F -0.27 0.24 -0.07
F -0.22 0.44 1.00
F 0.45 0.23 -0.24
C -0.16 0.26 0.07
F -0.02 -0.08 0.16
F 0.08 -0.19 -0.22
C -0.38 -0.39 0.27
F 0.03 0.02 -0.18
F -0.02 0.01 -0.16
F 0.30 0.34 0.11
H 0.05 -0.34 0.11
H 0.20 -0.33 -0.11
H 0.30 0.01 0.03
H 0.01 0.29 0.01
O 0.06 -0.05 0.03
H -0.05 -0.04 -0.01
H 0.13 -0.21 -0.11
H 0.01 0.03 0.04

(4)
This record from the OMol25 dataset describes a molecular structure, C8H7Br6NO2. The level of theory is ωB97M-V/def2-TZVPD.

Calculated values
HOMO level, eV: -10.26
Frontier orbital gap, eV: 9.5
Energy relative to the best compared isomer or geometry (same formula, charge and spin), eV: 1.212

Positions of all 24 atoms, in Å:
C: 1.696736 -2.902421 2.650129
Br: 2.833896 -4.474081 2.046689
Br: 0.703546 -3.267761 4.369589
Br: 0.451386 -2.326011 1.219659
H: 2.349306 -2.059921 2.879139
C: 1.145936 0.971659 3.416259
Br: 3.003356 1.524659 4.098549
Br: 0.252616 2.410499 2.342609
Br: -0.031904 0.392319 4.811119
H: 1.311526 0.106039 2.774879
C: -2.812164 0.720009 -2.638171
C: -2.493794 0.178099 -1.429581
C: -1.114514 0.106409 -1.118921
C: -0.164404 0.588799 -1.947511
C: -0.606274 1.085519 -3.189311
C: -1.901904 1.189279 -3.537251
N: 1.362496 0.622529 -1.640761
O: 2.106736 1.378789 -2.288331
O: 1.700006 -0.098991 -0.737791
H: -3.783414 1.069629 -2.955741
H: -3.209134 -0.039611 -0.650291
H: -0.815754 -0.250221 -0.144261
H: 0.168216 1.505109 -3.814211
H: -2.152494 1.569679 -4.516491

Cartesian forces, eV/Å:
C -0.48 -0.81 0.12
Br -1.10 1.47 0.64
Br 0.84 0.00 -1.44
Br 0.82 -0.53 1.01
H 0.00 -0.38 -0.19
C 0.54 0.79 -0.06
Br -1.80 -0.43 -0.63
Br 0.88 -1.00 0.66
Br 0.29 0.26 0.00
H 0.03 0.47 -0.07
C -2.35 1.12 -0.48
C 1.52 0.29 0.41
C -0.58 -0.70 1.91
C 0.57 0.86 -2.36
C 3.31 0.66 0.33
C 0.88 -0.58 -0.53
N -0.90 1.01 -0.82
O -1.64 -1.40 0.95
O 0.34 -0.01 0.11
H -0.84 -0.87 0.63
H -0.11 -0.22 -0.21
H -0.02 -0.10 0.13
H 0.09 -0.07 -0.28
H -0.27 0.17 0.15

F_max: 0.862, 2.499, 1.174, 3.396 (eV Å⁻¹)